Record 1
C5H6O2 | ωB97M-V with the def2-TZVPD basis set

- structure (SMILES) = O=CCC#CCO
- frontier orbital gap (eV) = 10.66
- energy above the lowest of the compared OMol25 structures with the same formula, charge and spin (kcal/mol) = 55.3
- LUMO (eV) = 0.76

Each line ends with the natural charge from an NBO analysis.
CARTESIAN COORDINATES (ANGSTROEM)
O 0.0193 -3.2438 -0.6855  -0.502
C -0.1016 -2.1198 -1.0983  0.459
C 1.0368 -1.1080 -1.1504  -0.578
C 0.6007 0.0783 -0.4132  -0.014
C 0.0856 0.9768 0.2053  -0.028
C -0.5670 2.0022 1.0338  -0.133
O -1.3310 1.4409 2.0810  -0.693
H -1.0772 -1.7254 -1.4498  0.115
H 1.9355 -1.5645 -0.7251  0.253
H 1.2382 -0.8513 -2.1994  0.253
H 0.1886 2.7057 1.4135  0.189
H -1.2687 2.5767 0.4221  0.209
H -0.7591 0.8322 2.5659  0.470

---

Record 2
C5H9N3O | ωB97M-V with the def2-TZVPD basis set

- structure (SMILES) = [H]/N=C1\NN=C[C@]1(O)CC
- frontier orbital gap (eV) = 9.73
- energy above the lowest of the compared OMol25 structures with the same formula, charge and spin (kcal/mol) = 130.9
- LUMO (eV) = 0.55

Each line ends with the natural charge from an NBO analysis.
CARTESIAN COORDINATES (ANGSTROEM)
H 0.9730 0.0341 3.2682  0.313
N 0.8046 0.6022 2.2410  -0.657
C 0.5663 -0.2830 1.3902  0.388
N 0.8990 -1.5543 1.6168  -0.462
N 0.3835 -2.3401 0.5061  -0.214
C -0.1610 -1.4941 -0.4426  0.015
C -0.1610 -0.0659 0.1571  0.096
O -1.4396 0.4308 0.6166  -0.712
C 0.3286 0.8091 -0.9411  -0.449
C -0.6151 1.1378 -2.0544  -0.585
H 0.9671 -2.0882 2.5913  0.426
H -0.6716 -1.7145 -1.4451  0.239
H -1.3815 0.6879 1.6209  0.506
H 0.7001 1.7834 -0.6424  0.231
H 1.2587 0.4525 -1.5171  0.219
H -1.3286 2.0382 -1.8385  0.227
H -1.3590 0.0704 -2.1730  0.194
H 0.2366 1.4937 -2.9542  0.222

---

Record 3
C2HAlClN3O4 | ωB97M-V with the def2-TZVPD basis set

- frontier orbital gap (eV) = 7.00
- LUMO (eV) = -2.23

Each line ends with the natural charge from an NBO analysis.
CARTESIAN COORDINATES (ANGSTROEM)
Al 0.3886 1.5071 -1.2030  1.540
O -1.4783 0.5751 1.1198  -0.695
Cl -1.0114 1.6567 0.2689  2.302
O -1.7220 2.8639 0.6558  -0.718
O -1.4289 1.3297 -1.1245  -0.730
O 0.4288 1.8744 0.5871  -0.699
N 0.5822 -0.3135 -0.8337  -0.839
C 0.7156 -1.4504 -0.6382  0.742
N 0.8997 -2.8790 -0.4384  -0.658
C 0.4846 -3.2452 0.9063  0.408
N 0.1644 -3.5809 1.9708  -0.413
H 1.9768 1.6621 -1.2710  -0.240

---

Record 4
C31H46N7O3PY | ωB97M-V with the def2-TZVPD basis set

- total charge = +3
- frontier orbital gap (eV) = 4.84
- energy above the lowest of the compared OMol25 structures with the same formula, charge and spin (kcal/mol) = 16.0
- LUMO (eV) = -8.32

Each line ends with the Löwdin charge.
CARTESIAN COORDINATES (ANGSTROEM)
Y -1.5475 0.9836 1.0565  1.712
C -2.4997 -0.6323 -1.7792  -0.127
C -1.0085 -0.3464 -2.1315  -0.115
C -0.7567 1.1013 -2.1518  -0.242
C -0.9266 1.8460 -3.3666  0.038
C -0.7965 3.2325 -3.3329  0.008
C -0.3457 3.8035 -2.1366  -0.017
C -0.1703 3.0286 -0.9924  -0.114
N -0.5692 1.7397 -0.9449  -0.027
N -2.6765 -0.7231 -0.2784  -0.230
C -4.1428 -0.6576 -0.0280  -0.135
C -4.4856 -0.5528 1.4275  -0.249
C -5.5846 -1.2847 1.9325  0.015
C -5.9223 -1.2160 3.2687  0.007
C -5.3266 -0.1662 3.9991  -0.006
C -4.2758 0.5779 3.4305  -0.085
N -3.8681 0.4447 2.1266  0.024
C -2.0552 -2.0200 0.1580  -0.109
C -1.1077 -2.0410 1.3360  -0.242
C -0.3865 -3.2418 1.5266  0.031
C 0.4338 -3.4011 2.6901  0.035
C 0.6054 -2.2897 3.5607  0.007
C -0.0970 -1.1285 3.2245  -0.106
N -0.9156 -0.9709 2.1480  -0.039
H -2.8077 -1.5379 -2.2910  0.141
H -3.0765 0.2478 -2.1060  0.122
H -0.8426 -0.7517 -3.1403  0.141
H -0.3103 -0.9322 -1.4869  0.124
H -1.1121 1.2534 -4.2635  0.137
H -1.0654 3.8797 -4.1882  0.147
H -0.1356 4.8320 -2.0373  0.112
H 0.3356 3.3803 -0.1154  0.115
H -4.6464 -1.5532 -0.4248  0.144
H -4.6023 0.1744 -0.6449  0.137
H -6.0663 -1.9766 1.3255  0.107
H -6.6312 -1.9502 3.7659  0.162
H -5.7107 0.1014 4.9698  0.121
H -3.8341 1.3660 4.0084  0.102
H -1.5737 -2.5140 -0.7040  0.136
H -2.8517 -2.7877 0.4237  0.172
H -0.4869 -4.0670 0.8276  0.133
H 0.9925 -4.3310 2.8874  0.138
H 1.2649 -2.2771 4.4307  0.132
H -0.1940 -0.3487 3.9475  0.110
C 2.0204 1.1115 1.5174  -0.034
O 0.7130 1.4873 2.0106  -0.359
C 0.8458 2.4991 3.0169  -0.173
C -0.5098 3.0155 3.4398  -0.107
O -1.4345 3.0122 2.2855  -0.297
C -2.4189 4.1536 2.2669  -0.079
C -2.8523 4.2969 0.8733  -0.163
O -3.1026 2.9976 0.2804  -0.293
C -3.9960 3.1048 -0.7642  -0.086
H 2.5226 2.0253 1.1131  0.118
H 1.8534 0.3708 0.6932  0.095
H 2.5698 0.6641 2.3734  0.116
H 1.5288 3.3151 2.6646  0.153
H 1.3950 2.0580 3.8932  0.159
H -0.4308 4.0631 3.7716  0.148
H -0.8476 2.4096 4.2819  0.134
H -1.8740 5.0633 2.5781  0.157
H -3.1930 3.8554 2.9769  0.144
H -2.0333 4.7940 0.2806  0.147
H -3.6797 5.0076 0.7654  0.157
H -3.5719 3.7069 -1.6096  0.121
H -4.9964 3.5022 -0.4159  0.135
H -4.1365 2.0354 -1.0968  0.079
C 6.7621 -1.7448 -2.2844  -0.199
N 5.9261 -1.3659 -3.4601  -0.163
C 5.6608 -2.5820 -4.2760  -0.151
N 5.0957 -3.7367 -3.5116  -0.151
C 5.9600 -4.0064 -2.3609  -0.186
N 6.3050 -2.8592 -1.4718  -0.167
C 5.1318 -2.4770 -0.6755  -0.358
P 3.8031 -1.9502 -1.8869  0.920
C 4.7247 -0.7058 -2.9971  -0.349
C 3.7504 -3.4431 -3.0347  -0.355
H 6.9003 -0.9165 -1.6193  0.111
H 7.7938 -1.9932 -2.6299  0.144
H 6.5754 -2.9037 -4.7500  0.126
H 4.9436 -2.3171 -5.0610  0.124
H 6.9155 -4.4148 -2.7238  0.139
H 5.5395 -4.7863 -1.7944  0.105
H 5.4041 -1.6645 0.0323  0.082
H 4.8114 -3.3649 -0.1024  0.082
H 4.9807 0.1476 -2.3618  0.071
H 4.0897 -0.3964 -3.8507  0.085
H 3.0311 -3.1171 -3.8314  0.086
H 3.3043 -4.2451 -2.4719  0.065

---

Record 5
C50H27BrI4N5O2Ti | ωB97M-V with the def2-TZVPD basis set

- total charge = +1
- frontier orbital gap (eV) = 5.35
- LUMO (eV) = -4.69

Each line ends with the Löwdin charge.
CARTESIAN COORDINATES (ANGSTROEM)
Ti 0.2688 -0.4545 -0.0543  1.222
I 3.7348 6.9185 5.4142  0.910
C 2.9419 5.3214 4.3510  -0.744
C 3.4369 5.0187 3.0892  -0.134
C 2.8969 3.9581 2.3778  -0.023
C 1.8606 3.1987 2.9123  -0.198
C 1.3896 3.5011 4.1845  -0.030
C 1.9244 4.5598 4.9063  -0.136
C 1.2869 2.0919 2.0935  -0.056
C 0.0018 2.1455 1.7204  -0.119
C -1.1355 2.8905 2.2242  0.042
C -2.2629 2.4951 1.6266  0.038
C -1.9716 1.5869 0.5306  -0.102
C -2.7336 1.1351 -0.4599  -0.045
C -4.2008 1.3556 -0.4493  -0.187
C -5.0579 0.2602 -0.3718  -0.020
C -6.4311 0.4436 -0.3325  -0.134
C -6.9531 1.7306 -0.3821  -0.744
I -9.0086 2.0087 -0.3210  0.914
C -6.1119 2.8294 -0.4756  -0.133
C -4.7371 2.6371 -0.5106  -0.019
C -2.0887 0.3644 -1.5936  -0.304
N -1.3158 -0.8070 -1.1210  -0.003
C -1.6282 -1.8743 -1.9350  -0.189
C -1.0389 -3.0990 -1.8517  -0.087
C -1.4177 -4.1709 -2.8183  -0.221
C -2.3967 -5.1087 -2.5056  -0.026
C -2.7534 -6.0933 -3.4169  -0.137
C -2.1233 -6.1389 -4.6533  -0.745
I -2.6472 -7.6105 -6.0216  0.909
C -1.1454 -5.2099 -4.9821  -0.134
C -0.7968 -4.2311 -4.0615  -0.016
C -0.0792 -3.3888 -0.8450  -0.186
C 0.3688 -4.7048 -0.5261  0.030
C 1.2262 -4.5919 0.5163  0.047
C 1.3517 -3.2046 0.8404  -0.210
N 0.5055 -2.4638 -0.0222  0.009
C 2.2760 -2.6792 1.6940  -0.046
C 2.4810 -1.2844 1.9029  -0.221
C 3.5020 -0.6960 2.6314  0.034
C 3.2883 0.6841 2.6151  0.021
C 2.1247 0.9112 1.9005  -0.197
N 1.6380 -0.2952 1.4055  -0.011
C 3.1226 -3.6111 2.4906  -0.211
C 4.4759 -3.7500 2.2029  -0.028
C 5.2655 -4.6243 2.9350  -0.135
C 4.6980 -5.3569 3.9683  -0.744
I 5.8733 -6.6718 5.0622  0.913
C 3.3499 -5.2208 4.2720  -0.134
C 2.5652 -4.3509 3.5278  -0.020
C -2.6804 -1.4746 -2.8729  0.062
C -2.9946 -0.2019 -2.6529  0.037
N -0.5239 1.2864 0.6664  -0.103
H 4.2354 5.6078 2.6597  0.099
H 3.2774 3.7282 1.3896  0.129
H 0.6223 2.8868 4.6407  0.125
H 1.5549 4.7804 5.8984  0.098
H -1.0684 3.6042 3.0289  0.124
H -3.2631 2.8185 1.8673  0.129
H -4.6521 -0.7438 -0.3234  0.125
H -7.0906 -0.4102 -0.2603  0.098
H -6.5211 3.8288 -0.5299  0.100
H -4.0765 3.4902 -0.6115  0.130
H -2.8896 -5.0695 -1.5407  0.127
H -3.5188 -6.8151 -3.1664  0.098
H -0.6580 -5.2476 -5.9467  0.098
H -0.0305 -3.5053 -4.3120  0.115
H 0.0575 -5.6000 -1.0389  0.125
H 1.7551 -5.3856 1.0203  0.131
H 4.2969 -1.2241 3.1325  0.123
H 3.8670 1.4396 3.1206  0.123
H 4.9170 -3.1825 1.3920  0.129
H 6.3149 -4.7332 2.6984  0.099
H 2.9133 -5.7845 5.0850  0.099
H 1.5127 -4.2415 3.7604  0.129
H -3.1087 -2.1396 -3.6078  0.134
H -3.7321 0.3982 -3.1669  0.150
Br 3.0821 -1.8633 -3.2419  0.817
C 1.7455 -0.6661 -3.7972  -0.653
C 1.5692 -0.3580 -5.1391  -0.152
N 0.6257 0.4795 -5.5574  0.109
C -0.1873 1.0158 -4.6509  -0.048
C -0.1089 0.7616 -3.2850  -0.094
C 0.9114 -0.0777 -2.8719  -0.083
C -1.2032 1.3584 -2.4311  -0.303
O -1.5455 2.4986 -2.5592  0.169
O 0.2573 1.3216 -0.4945  -0.156
H 2.2146 -0.7962 -5.8911  0.115
H -0.9586 1.6837 -5.0176  0.135
H 1.1653 -0.3118 -1.8399  0.053

---

Record 6
C14H46BCaO7 | ωB97M-V with the def2-TZVPD basis set

- total charge = +1
- frontier orbital gap (eV) = 8.60
- LUMO (eV) = -3.30

Each line ends with the natural charge from an NBO analysis.
CARTESIAN COORDINATES (ANGSTROEM)
Ca -0.8067 -1.1025 -0.5544  1.831
B 0.6393 0.6932 0.2917  -0.856
H 0.7022 -0.3275 0.6358  -0.051
H 0.5805 0.7603 -0.7836  -0.009
H -0.2523 1.1101 0.7339  -0.016
H 1.5296 1.1954 0.6373  0.021
C -2.6702 0.9901 -3.6561  -0.650
C -3.0905 0.8806 -2.1826  -0.074
O -1.9824 0.8202 -1.3200  -0.813
H -1.9939 1.7874 -3.9645  0.228
H -3.6157 1.1385 -4.1777  0.232
H -2.3489 0.0015 -3.9839  0.204
H -3.7189 0.0028 -2.0314  0.172
H -3.7524 1.7123 -1.9411  0.189
H -1.5183 1.6535 -1.4284  0.530
C -0.0204 -2.2369 -4.5963  -0.646
C 0.8567 -1.8444 -3.4205  -0.081
O 0.3353 -0.8322 -2.5876  -0.796
H -0.9527 -2.7503 -4.3613  0.206
H 0.5365 -2.9553 -5.1980  0.236
H -0.2787 -1.4146 -5.2636  0.218
H 1.7669 -1.4362 -3.8599  0.190
H 1.1554 -2.7557 -2.9025  0.187
H 0.5279 0.0106 -3.0052  0.513
C 0.8609 -3.7528 2.1556  -0.643
C 0.0545 -3.8792 0.8410  -0.079
O 0.5747 -2.9194 -0.1159  -0.823
H 1.9264 -3.9425 2.0256  0.222
H 0.4883 -4.4431 2.9124  0.234
H 0.7911 -2.7423 2.5582  0.219
H -0.9924 -3.6245 1.0058  0.180
H 0.2774 -4.9155 0.5869  0.201
H 1.5107 -3.0540 -0.2813  0.518
C -2.1996 3.7347 1.8319  -0.642
C -1.2380 4.2719 0.7966  -0.066
O -0.9705 3.3185 -0.1889  -0.766
H -3.2072 3.4683 1.5128  0.205
H -2.1730 4.2550 2.7893  0.230
H -1.7947 2.7763 2.1567  0.190
H -0.3072 4.4243 1.3429  0.167
H -1.5836 5.1452 0.2433  0.188
H -0.6739 2.5928 0.3651  0.492
C 3.5548 2.4487 -0.9314  -0.639
C 3.6476 1.1155 -1.6456  -0.058
O 3.3659 0.1737 -0.5893  -0.775
H 3.7551 3.1510 -1.7406  0.208
H 4.3664 2.5175 -0.2071  0.217
H 2.6279 2.5958 -0.3771  0.216
H 4.6253 0.9390 -2.0939  0.187
H 2.9169 1.0726 -2.4533  0.127
H 2.5824 0.5940 -0.2273  0.500
C -3.9464 -1.2313 2.4866  -0.647
C -2.9896 -0.4223 1.6040  -0.086
O -1.6931 -0.8878 1.6431  -0.788
H -4.9580 -0.8264 2.5150  0.237
H -3.5439 -1.3488 3.4927  0.218
H -4.1674 -2.2336 2.1198  0.210
H -3.0308 0.5958 1.9911  0.190
H -3.3866 -0.3030 0.5959  0.174
H -1.3795 -0.7607 2.5415  0.519
C 3.0791 -1.1554 2.9723  -0.642
C 2.8748 0.3315 3.3675  -0.068
O 1.4877 0.5296 3.2925  -0.746
H 4.1105 -1.4882 2.8557  0.218
H 2.5412 -1.4409 2.0682  0.191
H 2.7519 -1.9239 3.6726  0.205
H 3.3473 1.0617 2.7104  0.170
H 3.1945 0.6436 4.3617  0.190
H 1.2942 0.4379 2.3567  0.483